Below is a structure of composition C59H80GeHgN12 in a non-equilibrium geometry, with properties calculated with ωB97M-V/def2-TZVPD.

Element x y z (Å)
Hg 0.90 0.25 -0.30
C -3.94 1.40 3.58
C -3.75 1.70 2.09
C -3.21 3.09 1.90
C -4.07 4.17 1.85
C -3.58 5.46 1.72
C -2.22 5.66 1.59
C -1.33 4.60 1.63
C 0.15 4.84 1.49
C 0.77 5.31 2.81
C -1.82 3.30 1.83
N -0.95 2.25 1.89
C -0.31 1.95 2.96
C 0.68 0.97 3.12
C 1.35 0.70 4.33
C 2.28 -0.29 4.06
C 2.13 -0.58 2.70
N 1.19 0.17 2.13
H -4.33 0.39 3.70
H -4.65 2.10 4.02
H -2.99 1.47 4.10
H -4.71 1.61 1.58
H -3.06 0.98 1.66
H -5.14 4.01 1.92
H -4.26 6.31 1.72
H -1.83 6.67 1.47
H 0.33 5.60 0.72
H 0.63 3.92 1.17
H 0.32 6.25 3.14
H 1.85 5.46 2.69
H 0.61 4.55 3.58
H -0.54 2.48 3.90
H 1.15 1.19 5.27
H 2.98 -0.74 4.74
H 2.70 -1.29 2.13
N 1.23 4.48 -2.69
C 2.59 4.36 -2.50
C 2.75 3.42 -1.52
N 1.55 2.96 -1.12
C 0.64 3.59 -1.84
C -0.77 3.34 -1.71
N -1.26 2.23 -1.20
C -2.60 2.37 -1.18
C -2.95 3.60 -1.68
N -1.78 4.21 -2.03
H 0.80 5.04 -3.40
H 3.30 4.93 -3.06
H 3.65 3.03 -1.09
H -3.24 1.60 -0.81
H -3.90 4.08 -1.78
H -1.69 5.14 -2.40
C -2.88 -3.93 -0.32
Ge -2.29 -2.01 0.29
C -2.29 -2.45 2.32
C -2.56 -3.66 2.94
C -2.38 -3.85 4.30
C -1.88 -2.83 5.08
C -1.58 -1.62 4.49
C -1.78 -1.44 3.13
C -4.27 -1.50 -0.24
C -4.32 -0.87 -1.46
C -5.48 -0.78 -2.24
C -6.64 -1.38 -1.82
C -6.67 -2.02 -0.57
C -7.83 -2.69 -0.12
C -7.86 -3.31 1.09
C -6.73 -3.27 1.92
C -5.59 -2.65 1.51
C -5.50 -2.04 0.24
H -3.72 -4.30 0.26
H -2.09 -4.67 -0.26
H -3.21 -3.89 -1.36
H -2.93 -4.49 2.35
H -2.63 -4.81 4.76
H -1.73 -2.98 6.15
H -1.16 -0.81 5.08
H -1.52 -0.50 2.67
H -3.40 -0.46 -1.86
H -5.45 -0.27 -3.20
H -7.54 -1.37 -2.43
H -8.70 -2.69 -0.77
H -8.75 -3.84 1.42
H -6.78 -3.75 2.89
H -4.71 -2.62 2.13
C 1.43 0.62 -3.94
C 2.72 -0.20 -3.88
C 2.45 -1.64 -3.43
C 3.81 0.46 -3.06
C 4.82 1.06 -3.79
C 6.00 1.50 -3.22
C 6.20 1.20 -1.88
C 5.23 0.64 -1.09
C 5.62 0.27 0.32
C 5.38 -1.23 0.51
C 4.87 1.10 1.36
C 3.89 0.36 -1.62
N 3.01 -0.04 -0.73
H 0.71 0.13 -4.60
H 1.64 1.62 -4.31
H 0.98 0.69 -2.95
H 3.10 -0.26 -4.92
H 1.96 -1.67 -2.46
H 3.40 -2.19 -3.37
H 1.81 -2.15 -4.16
H 4.69 1.15 -4.87
H 6.77 1.98 -3.81
H 7.17 1.42 -1.44
H 6.70 0.46 0.43
H 4.32 -1.41 0.35
H 5.67 -1.57 1.51
H 5.96 -1.79 -0.22
H 3.80 1.00 1.20
H 5.15 2.15 1.27
H 5.11 0.77 2.37
C 0.78 -5.93 1.02
C 1.49 -5.16 -0.11
C 1.49 -6.00 -1.39
C 2.92 -4.85 0.31
N 0.82 -3.91 -0.48
N 0.82 -2.85 0.44
H 1.31 -6.86 1.24
H -0.25 -6.18 0.73
H 0.74 -5.34 1.93
H 2.03 -6.93 -1.27
H 1.95 -5.42 -2.19
H 0.46 -6.22 -1.69
H 3.51 -5.76 0.39
H 2.94 -4.35 1.28
H 3.39 -4.19 -0.42
H -0.15 -4.10 -0.72
H 1.76 -2.49 0.53
H 0.47 -3.11 1.36
C -1.19 -3.68 -3.79
N -1.90 -2.67 -4.54
C -3.29 -3.02 -4.74
C -1.71 -1.34 -4.07
N -1.16 -0.98 -3.00
N -2.25 -0.39 -4.93
C -2.02 -0.52 -6.35
C -2.21 0.98 -4.48
H -1.56 -3.79 -2.77
H -0.13 -3.42 -3.74
H -1.30 -4.63 -4.31
H -3.34 -3.97 -5.29
H -3.79 -2.24 -5.31
H -3.81 -3.14 -3.79
H -0.89 -1.71 -2.35
H -1.07 -0.05 -6.65
H -2.84 -0.03 -6.89
H -1.98 -1.57 -6.63
H -2.24 1.00 -3.40
H -3.07 1.52 -4.90
H -1.29 1.49 -4.80

Energy above the lowest of the compared OMol25 structures with the same formula, charge and spin: 46.3 kcal per mole
Orbital gap (alpha / beta): 0.1654 / 0.1651 hartree
E: -141051.223 eV
Charge: -2